[1]
49
Properties=species:S:1:pos:R:3:forces:R:3 method="wB97M-V/def2-TZVPD" total_charge=-1 energy_ha=-1441.22010 homo_ha=-0.2065 orbital_gap_ev=8.051 lumo_ev=2.43
I 31.6894 1.2235 25.8511 -0.147 0.203 0.189
O 33.8921 2.8731 21.4524 0.555 -1.464 -1.270
C 33.7653 3.8160 22.1699 0.618 2.004 -0.436
N 33.0609 3.8115 23.2869 -0.804 0.295 1.584
C 34.3553 5.2258 21.8865 0.188 -1.454 -0.099
H 32.6291 2.9616 23.6206 -0.063 0.131 0.209
H 33.0097 4.6692 23.8178 -0.171 -0.516 0.141
H 33.4983 5.8757 21.7098 0.380 0.352 -0.006
H 35.0324 5.1353 21.0371 -0.324 0.230 -0.114
H 34.9660 5.4883 22.7504 -0.239 0.452 0.053
O 31.2730 -0.0591 20.4150 -1.808 -0.845 -4.993
C 31.7215 0.2884 21.4367 -0.036 0.861 3.510
N 31.1647 1.2297 22.2190 0.098 0.736 0.401
C 32.7952 -0.4896 22.0593 0.677 -0.722 0.953
H 30.3703 1.7810 21.9276 0.042 -0.110 0.032
H 31.4864 1.3068 23.1733 -0.294 0.074 -0.066
H 33.7689 -0.1088 21.7513 0.049 -0.241 0.064
H 32.5826 -1.5136 21.7523 0.595 -0.018 -0.160
H 32.6682 -0.4669 23.1416 0.397 0.124 0.127
O 37.1764 0.7411 24.7092 1.231 -0.739 -0.620
C 36.0742 1.1182 24.9988 -1.414 0.682 0.773
N 34.9096 0.4921 24.6118 1.393 0.549 0.281
C 35.9025 2.3827 25.8700 -0.495 0.311 -0.553
H 34.9791 -0.3112 24.0036 -0.032 0.181 0.192
H 34.0118 0.8008 24.9565 -0.153 -0.038 -0.062
H 35.8300 2.1828 26.9390 -0.334 -0.313 -0.109
H 35.0321 2.9286 25.5059 -0.395 -0.133 0.408
H 36.7068 3.1124 25.7775 0.443 -0.539 -0.346
O 28.9816 3.3597 22.6445 -0.337 -1.220 -1.697
C 29.0691 4.1877 23.5084 0.283 0.488 -0.585
N 29.3673 3.9123 24.7380 0.412 -0.207 3.514
C 28.9915 5.6251 23.2296 -0.654 1.992 -0.917
H 29.3313 4.6589 25.4174 0.209 -0.371 -0.053
H 29.6285 2.9926 25.0635 0.047 -0.232 -0.098
H 29.9695 5.9970 22.9244 0.030 -0.249 -0.463
H 28.7217 6.3230 24.0222 -0.226 -0.451 0.463
H 28.2503 5.7517 22.4404 0.310 0.231 -0.221
O 30.6634 -0.3269 31.9125 2.042 0.149 -1.312
C 31.5547 -0.3663 31.0665 -1.415 -0.247 0.813
O 31.4706 -1.2122 30.0210 0.490 0.230 0.254
C 32.5156 -0.9414 29.0381 -1.154 -0.743 -0.578
C 33.5291 -0.0296 29.6654 0.017 0.711 -0.321
C 32.8288 0.4769 30.9158 -0.202 0.105 0.769
H 31.9962 -0.5044 28.1852 0.200 0.062 -0.019
H 32.9335 -1.8985 28.7259 -0.093 -0.009 0.117
H 33.6698 0.8396 29.0229 0.340 -0.236 -0.244
H 34.4734 -0.5661 29.7580 0.000 0.293 0.558
H 32.5111 1.5132 30.8011 -0.138 0.009 -0.130
H 33.4334 0.4950 31.8226 -0.120 -0.356 0.067

[2]
41
Properties=species:S:1:pos:R:3:forces:R:3 method="wB97M-V/def2-TZVPD" energy_ha=-656.76286 homo_ha=-0.3210 orbital_gap_ev=7.656 de_lowest_kcal_mol=409.6 lumo_ev=-1.08
C -0.2892 2.8555 0.6884 0.592 4.357 -1.294
C -1.4885 1.9279 0.5886 -2.305 1.962 -0.245
C -1.7634 1.3920 -0.9803 -1.858 -0.257 6.085
C -2.9047 0.4049 -0.7095 -2.331 3.269 0.078
C -2.9445 -0.8562 0.0500 2.235 -1.789 1.819
C -2.3216 -2.1004 -0.6533 1.014 3.071 -2.811
C -0.7455 -2.2903 -0.7779 -2.637 -2.743 2.237
C -0.0453 -2.5326 0.5490 -5.660 5.595 2.238
C 0.4226 -1.0800 1.1024 -3.452 0.012 -0.808
C 1.9345 -1.0575 1.1548 1.195 2.177 2.103
C 2.2833 -0.4108 -0.2689 0.849 -1.321 -3.417
C 3.4641 1.8365 -0.5801 1.152 0.380 0.211
H 0.6032 2.3618 0.9223 1.797 -0.735 0.873
H -0.1078 3.3460 -0.3978 -0.453 -1.033 2.389
H -0.2092 4.0826 1.4708 -0.686 -4.138 -2.051
H -1.6384 0.9328 1.3704 0.591 3.567 -2.173
H -2.1948 2.8652 0.6680 -0.265 -2.669 0.532
H -1.8972 2.0996 -1.7340 -1.222 1.625 -0.708
H -0.8079 1.1737 -1.1023 4.284 -2.750 -1.418
H -3.5597 1.0486 0.2637 0.926 -1.026 -3.818
H -3.3654 0.2865 -1.7689 -0.328 0.051 2.090
H -4.0185 -1.0563 0.2716 0.766 -0.151 -0.382
H -2.4634 -0.8010 1.1026 -0.681 0.267 -1.450
H -2.7898 -1.9348 -1.6776 0.693 -1.122 0.834
H -2.7748 -2.8192 -0.1185 -1.286 -3.479 1.218
H -0.3822 -3.0349 -1.4328 -0.680 -1.503 -1.030
H -0.4320 -1.4844 -1.2522 1.800 4.151 -1.788
H -0.8926 -2.7948 1.2910 1.340 -0.096 -1.091
H 0.6286 -3.2552 0.6429 3.217 -2.712 -0.100
H -0.6393 -0.7546 2.3144 3.461 -0.631 -2.836
H 0.1539 -0.1672 0.2113 -0.316 -2.957 3.419
H 2.4853 -1.9811 1.5424 -0.997 1.031 -1.275
H 2.1539 -0.3018 2.0341 0.221 -0.841 -1.974
H 1.3908 0.2240 -0.4451 1.514 -0.020 -0.472
H 2.4251 -1.1108 -1.3683 -1.148 1.029 3.807
H 1.6512 2.0289 -0.0288 4.127 0.127 -1.300
H 3.7689 2.1706 -2.2592 -0.735 -0.332 4.292
H 4.5783 2.2797 0.5064 -3.177 -0.744 -3.403
N 3.5615 0.3860 -0.5303 -4.657 -1.188 2.006
N 4.5998 -0.3209 -0.4363 4.449 -0.674 0.002
O 4.5702 -1.5580 -0.2227 -1.348 2.240 -0.394

[3]
51
Properties=species:S:1:pos:R:3:forces:R:3 method="wB97M-V/def2-TZVPD" total_charge=-2 energy_ha=-2278.44671 homo_ha="0.0454 / 0.0377" multiplicity=2 orbital_gap_ev="2.379 / 2.589" de_lowest_kcal_mol=0.0 lumo_ev="3.62 / 3.62" s_squared=0.821
O -0.0787 -0.5502 -1.7460 0.684 0.499 -0.215
V 1.4520 -0.4035 -2.2421 0.169 -3.763 -3.428
C 3.0358 -2.6182 -2.4147 -0.294 3.016 -10.377
O 1.7987 -2.7850 -2.6502 -5.377 -0.592 4.425
O 3.3677 -1.4896 -1.9506 0.699 3.516 5.503
O 3.5998 -2.8216 -3.5630 4.059 -3.707 1.500
C 1.9937 -0.0322 -4.9427 7.585 -9.102 1.324
O 2.8105 0.4178 -4.0772 -0.105 6.771 4.790
O 1.0388 -0.6888 -4.4562 -6.472 1.439 2.466
O 2.7775 -0.8722 -5.5984 -1.457 1.772 -5.877
C -0.9027 2.2212 -3.1298 0.119 -0.460 -2.497
O 0.4287 1.9607 -2.7684 -0.451 0.536 0.698
C 0.9476 2.9492 -1.9385 1.264 0.050 0.640
C 2.4321 2.6025 -1.6408 -1.792 -0.170 -0.612
N 2.4575 1.2505 -0.9721 1.600 1.778 0.136
C 2.0598 1.3379 0.4372 0.126 -0.257 0.816
C 2.1803 -0.0212 1.1560 -1.949 0.717 -1.352
O 1.4680 -0.8850 0.2667 0.659 -0.142 1.742
C 1.2803 -2.1772 0.8255 1.618 -0.105 -0.504
H -1.7154 2.2113 -2.4049 0.435 -0.253 0.596
H -1.0795 1.5146 -3.9443 -0.344 -0.662 0.581
H -0.9819 3.1290 -3.7454 0.258 0.681 0.601
H 0.4799 2.9676 -0.9483 -0.694 0.160 -0.117
H 0.8162 3.9207 -2.4279 0.243 0.225 0.175
H 2.9094 3.3514 -1.0037 -0.146 0.195 0.128
H 2.9305 2.5657 -2.6091 0.253 -0.592 0.102
H 3.4709 1.2023 -0.8792 0.075 -1.440 -0.636
H 1.0444 1.7259 0.4850 -0.086 -0.273 0.196
H 2.7120 1.9872 1.0347 0.025 0.588 -0.287
H 1.6061 0.0432 2.0860 -0.098 0.088 0.259
H 3.2055 -0.2244 1.4792 0.218 -0.682 -0.784
H 2.2591 -2.6705 0.7704 -0.040 -0.249 0.030
H 0.6171 -2.7836 0.2139 -0.321 0.413 0.009
H 1.0477 -2.1044 1.8904 -0.611 -0.009 0.085
C -2.1901 -0.3948 1.3985 2.187 0.857 0.973
C -2.5312 -1.5127 2.3686 0.920 0.299 -1.129
C -2.7594 -1.0839 3.8080 -0.903 0.028 -0.326
O -3.6662 0.0174 3.8628 -0.346 0.049 -0.345
C -4.4332 0.0604 5.0354 0.569 0.124 0.204
N -3.5252 -2.3216 1.6675 -1.324 -0.541 0.949
H -1.2141 -0.0081 1.7276 -0.005 0.339 -0.086
H -2.8430 0.4758 1.3717 -0.436 -0.367 -0.113
H -1.9262 -0.8010 0.4225 -0.363 0.109 -0.207
H -1.6254 -2.1290 2.4295 -0.021 -0.071 -0.009
H -1.8305 -0.7953 4.3066 0.218 0.015 -0.266
H -3.1540 -1.9389 4.3662 -0.211 -0.064 0.081
H -3.7742 0.2593 5.8901 -0.055 -0.413 0.266
H -4.9752 -0.8843 5.1420 -0.116 0.091 0.351
H -5.1189 0.9101 5.0374 -0.080 -0.144 -0.512
H -3.4369 -2.0826 0.6908 0.134 -0.302 -0.194
H -4.4655 -2.0017 1.8835 -0.016 0.006 0.249

[4]
57
Properties=species:S:1:pos:R:3:forces:R:3 method="wB97M-V/def2-TZVPD" energy_ha=-2393.96074 smiles="O=P(O)(O)OC[C@H]1O[C@@H](OP(=O)(O)O)[C@H](O)[C@@H](O)[C@@H]1O.CNC(=O)[C@H](CO)NC(C)=O" homo_ha=-0.3565 orbital_gap_ev=9.987 de_lowest_kcal_mol=0.0 lumo_ev=0.29
O 2.9881 0.8023 -0.2971 -0.363 0.384 0.275
P 3.5857 -0.3976 0.3251 -1.565 1.272 -1.159
O 5.0241 -0.0309 0.8543 0.149 -1.094 0.079
O 3.6724 -1.5272 -0.7788 0.892 -0.073 2.101
O 2.7037 -0.8008 1.6253 0.804 -0.953 -1.369
C 2.3443 -2.1849 1.7920 -0.578 -0.472 1.088
C 0.8144 -2.3513 1.8403 -0.119 0.298 -0.343
O 0.2749 -1.5097 2.8804 -0.403 -0.029 -0.252
C -1.1521 -1.4769 2.9106 0.965 0.399 -1.603
O -1.5318 -0.6206 3.9812 -0.884 -1.815 0.029
P -2.3368 -1.3895 5.1413 1.329 1.933 2.724
O -1.8322 -1.1306 6.4930 0.441 1.119 0.342
O -3.8366 -0.9262 5.0289 -0.067 -0.485 -1.114
O -2.2201 -2.9505 5.0788 -0.181 -1.122 -1.735
C -1.6863 -0.8933 1.6004 -0.147 0.227 0.367
O -3.1171 -0.7220 1.6365 0.522 -0.156 0.311
C -1.3080 -1.8748 0.4929 -0.583 0.681 0.465
O -1.8093 -1.3780 -0.7545 -0.003 -0.146 0.156
C 0.2167 -2.0362 0.4548 -0.583 -0.209 -0.840
O 0.5513 -3.1008 -0.4399 -0.057 0.324 0.214
H 4.8222 0.7453 1.3868 0.541 0.459 0.330
H 2.8407 -1.4063 -1.2860 -0.491 -0.197 -1.053
H 2.7585 -2.5320 2.7438 -0.041 0.226 -0.017
H 2.7563 -2.8393 1.0172 -0.220 0.293 -0.090
H 0.5882 -3.3956 2.0812 0.093 -0.122 -0.059
H -1.5416 -2.4974 2.9970 -0.037 0.118 0.368
H -4.1727 -1.2368 5.8775 -0.687 0.231 0.262
H -1.4814 -3.0417 5.7012 -0.050 -0.614 0.215
H -1.2050 0.0759 1.4206 0.086 -0.061 0.003
H -3.3552 -0.1186 2.3696 0.321 -0.390 -0.568
H -1.7648 -2.8491 0.7023 0.031 -0.051 -0.015
H -2.7620 -1.1895 -0.6376 0.653 -0.149 0.027
H 0.6412 -1.0938 0.0994 0.059 0.150 0.000
H 0.4010 -2.8044 -1.3628 0.310 0.115 0.698
C -2.0201 4.4275 -4.4871 0.358 -0.369 -0.046
N -1.6554 3.6031 -3.3355 -0.751 0.709 0.696
C -0.7941 2.5777 -3.3941 1.022 -1.005 -1.074
O -0.2627 2.2457 -4.4472 -0.251 0.098 0.393
C -0.4876 1.8663 -2.0654 -0.118 -0.266 0.125
C 0.3270 2.7863 -1.1432 0.564 -0.299 0.377
O 0.6683 2.1424 0.0617 -0.344 0.168 -0.168
N 0.0733 0.4973 -2.1226 -0.850 1.128 -0.530
C 1.2110 0.0098 -2.6239 1.023 1.154 -0.132
C 2.1637 0.8399 -3.4585 -0.285 -0.095 0.213
O 1.5349 -1.1414 -2.3411 -0.089 -1.366 0.217
H -1.1291 4.9160 -4.8877 -0.108 -0.024 -0.034
H -2.4495 3.7983 -5.2694 0.046 0.095 0.030
H -2.7463 5.1880 -4.1970 0.112 -0.183 0.130
H -2.0622 3.8336 -2.4424 0.022 -0.020 -0.130
H -1.4528 1.7513 -1.5733 -0.067 -0.285 0.143
H 1.2385 3.1127 -1.6426 0.049 0.173 -0.219
H -0.2657 3.6714 -0.9095 -0.014 0.045 0.004
H 1.5110 1.6611 -0.0823 -0.046 -0.043 0.171
H -0.4691 -0.1979 -1.6243 -0.149 0.072 0.024
H 3.1608 0.4080 -3.3939 -0.139 -0.098 0.121
H 2.2035 1.8626 -3.1026 -0.058 0.175 -0.152
H 1.8317 0.8234 -4.4941 -0.065 0.144 0.007

[5]
46
Properties=species:S:1:pos:R:3:forces:R:3 method="wB97M-V/def2-TZVPD" energy_ha=-2455.25145 homo_ha="-0.3011 / -0.3093" multiplicity=3 orbital_gap_ev="7.758 / 8.079" de_lowest_kcal_mol=0.0 lumo_ev="-0.43 / -0.34" s_squared=2.014
C -0.8146 0.9744 -3.3743 0.146 0.073 0.118
C -0.8356 0.4363 -2.0784 0.540 0.465 0.043
N -0.0136 0.9372 -1.1089 -0.063 0.361 -0.730
C 0.8371 1.9671 -1.3879 -0.460 -0.338 -0.373
C 0.9105 2.5098 -2.6769 -0.121 -0.136 0.105
C 0.0724 2.0113 -3.6820 -0.052 -0.231 0.472
C -1.7142 -0.7326 -1.7125 -0.156 -0.321 0.071
P -2.0044 -0.7992 0.1262 -1.764 -0.566 -0.702
V 0.0084 0.0251 0.8498 0.014 -1.214 1.642
P 1.9344 1.2148 1.0790 1.721 1.204 -0.017
C 1.6388 2.5209 -0.2318 0.103 0.121 0.256
O -0.5483 -3.6675 -2.1084 0.822 -0.026 0.248
O 0.6192 -3.7047 0.3559 -0.125 0.502 0.697
H -1.4829 0.5613 -4.1352 0.264 0.162 0.311
H 1.6075 3.3283 -2.8791 -0.278 -0.335 0.090
H 0.1088 2.4292 -4.6931 -0.017 -0.171 0.414
C -3.5054 0.2304 0.4134 -0.020 -0.074 -0.122
C -2.5740 -2.5090 0.4681 0.014 0.080 -0.099
H 2.5595 3.0203 -0.5808 -0.352 -0.217 0.115
H 1.0154 3.2790 0.2825 0.225 -0.261 -0.231
H -1.1834 -1.6922 -1.9303 -0.253 0.545 0.038
H -2.6445 -0.7322 -2.3082 0.351 0.035 0.227
C 2.3010 2.1752 2.6020 0.017 0.015 -0.082
C 3.5564 0.4637 0.6310 -0.003 0.120 -0.017
H 0.7207 -2.7054 0.3456 0.055 -0.626 -0.025
H 0.3328 -3.8789 1.2711 0.207 -0.035 -0.485
H -0.1918 -3.8334 -1.1940 -0.276 0.042 -0.581
H 0.2663 -3.5433 -2.6273 -0.497 -0.148 0.193
H -0.7745 1.3199 1.5721 -0.162 0.816 -0.205
H 0.8640 -1.2784 0.1651 0.284 -0.159 -0.604
H -4.3807 -0.1546 -0.1393 0.333 0.164 0.217
H -3.7238 0.2386 1.4944 0.107 0.003 -0.420
H -3.2816 1.2630 0.1005 -0.111 -0.366 0.134
H -3.4404 -2.7900 -0.1540 0.337 0.093 0.255
H -1.7285 -3.1863 0.2778 -0.422 0.194 0.065
H -2.8409 -2.5646 1.5370 0.090 0.018 -0.409
H 4.3724 1.2076 0.6046 -0.323 -0.300 0.007
H 3.7924 -0.3177 1.3729 -0.106 0.292 -0.294
H 3.4496 -0.0207 -0.3533 0.067 0.165 0.374
H 3.1732 2.8415 2.4829 -0.357 -0.273 0.064
H 1.4030 2.7563 2.8657 0.356 -0.182 -0.085
H 2.4921 1.4538 3.4143 -0.035 0.291 -0.284
O -0.0634 -0.8444 4.9027 -0.244 3.116 -4.543
C -0.0997 -0.2052 3.7578 0.646 -4.993 4.337
O 0.0421 -0.8703 2.6340 -0.386 1.637 0.029
H -0.2301 0.8670 3.7500 -0.114 0.458 -0.215

[6]
49
Properties=species:S:1:pos:R:3:forces:R:3 method="wB97M-V/def2-TZVPD" total_charge=+2 energy_ha=-3013.67806 homo_ha="-0.5454 / -0.5478" multiplicity=4 orbital_gap_ev="5.447 / 5.514" lumo_ev="-9.39 / -9.39" s_squared=3.754
C 0.5900 -2.4233 -2.9794 -0.021 -0.162 0.486
C -0.3797 -1.2888 -2.8533 -1.940 -0.014 0.757
H 0.2543 -3.1693 -3.7160 0.000 0.382 -0.002
H 0.6232 -2.9212 -2.0087 0.113 -0.036 -0.148
H 1.5937 -2.0580 -3.2363 -0.296 -0.186 0.005
O -1.3441 -1.2036 -2.0906 1.615 -0.476 -1.282
Cl 1.2738 -0.4089 -0.7983 -0.133 0.409 1.378
Nd 0.9102 1.6097 1.0800 2.613 0.332 0.402
P -0.2527 0.1029 -4.0918 -0.181 -0.044 -0.079
C -1.9250 0.6890 -4.4036 -0.148 0.039 0.086
C 0.7688 1.4167 -3.4281 0.011 0.078 -0.184
H 1.4824 -0.9037 -5.4143 -0.214 0.080 -0.083
H 0.4658 0.2442 -6.3372 0.063 -0.232 0.052
H -0.1522 -1.3951 -5.9701 0.125 0.198 0.088
C 0.4558 -0.5629 -5.5936 0.123 0.094 -0.191
H 1.6294 0.9797 -2.9185 0.014 0.185 -0.224
H 1.0776 2.0412 -4.2764 -0.009 0.033 0.293
H -1.9791 1.0679 -5.4359 -0.056 -0.088 0.370
H -2.1634 1.4985 -3.6964 0.028 -0.298 -0.309
H 0.1964 2.0068 -2.7014 0.173 -0.075 -0.229
H -2.6391 -0.1374 -4.2574 0.260 0.328 -0.143
C -1.5110 1.3081 -0.2069 -4.245 -0.561 -2.496
O -2.4865 1.1660 -0.8095 3.705 0.638 2.220
Cl 1.4557 3.7943 -0.1002 -0.362 -0.270 -0.061
C -4.1330 -0.7227 3.1171 -0.314 0.042 0.249
C -3.0361 -0.5417 2.1156 -0.617 0.663 0.522
O -2.1446 -1.7083 2.2438 2.557 -0.565 -1.952
P -0.6460 -1.7909 1.6839 -1.105 2.185 2.046
O 0.0093 -0.4276 2.3900 -0.712 -2.498 -1.118
C -0.1017 -0.2755 3.8859 -0.150 -0.076 0.185
C -0.1916 1.1925 4.1769 0.094 0.384 0.000
O 2.5873 1.2499 2.3234 -1.381 0.369 -1.078
C 3.3176 0.1427 2.7848 -0.207 -0.338 0.446
C 4.8161 0.3397 2.6804 -0.052 0.020 -0.025
H -4.6458 -1.6765 2.9680 0.079 0.148 0.031
H -4.8616 0.0813 2.9941 0.013 -0.045 -0.019
H -3.7532 -0.6657 4.1397 -0.035 -0.079 -0.082
H -3.4172 -0.5328 1.0947 0.140 -0.237 0.020
H -2.4756 0.3869 2.3032 0.034 -0.400 -0.032
H -0.9913 -0.8313 4.2003 0.178 0.194 0.008
H 0.7970 -0.7493 4.2948 -0.168 0.194 -0.161
H -1.0330 1.6658 3.6439 0.084 -0.154 0.223
H -0.3708 1.3216 5.2490 0.035 0.109 -0.153
H 0.7503 1.7122 3.9312 -0.192 -0.222 0.192
H 3.0170 -0.0224 3.8353 0.291 -0.081 -0.101
H 3.0030 -0.7557 2.2167 0.232 0.093 0.134
H 5.1239 1.2551 3.1965 -0.094 -0.152 -0.118
H 5.3279 -0.5067 3.1480 0.008 0.091 -0.138
H 5.1077 0.4067 1.6266 0.045 0.005 0.217